The following is a quantum chemistry calculation of a molecular structure, C11H14ClF6FeN4O6S3, from the OMol25 dataset.

Last column: Mulliken charge in e.
CARTESIAN COORDINATES (ANGSTROEM)
Fe -0.532 0.194 -1.457  0.18
F 0.062 -2.689 2.186  -0.22
C 1.169 -2.160 1.663  0.59
F 1.333 -2.629 0.432  -0.18
F 2.212 -2.503 2.405  -0.22
S 0.991 -0.327 1.630  1.22
O -0.180 -0.089 0.809  -0.41
O 0.915 0.064 3.001  -0.71
N 2.329 0.190 0.993  -0.56
S 2.540 0.561 -0.513  1.20
O 1.491 0.080 -1.411  -0.41
O 2.996 1.905 -0.681  -0.74
C 3.971 -0.499 -0.985  0.45
F 5.020 -0.170 -0.241  -0.20
F 4.248 -0.283 -2.264  -0.19
F 3.679 -1.778 -0.800  -0.17
Cl -2.044 0.601 -3.725  -0.13
C -0.354 0.226 -3.371  -0.69
H 0.286 1.046 -3.682  0.42
H -0.087 -0.736 -3.790  0.42
O -2.433 -0.468 -0.715  -0.63
C -2.045 -1.630 -0.969  0.48
C -2.724 -2.951 -0.743  -0.60
C -1.703 -3.931 -1.334  -0.39
C -0.562 -3.054 -1.868  0.12
O 0.407 -3.439 -2.469  -0.65
N -0.851 -1.741 -1.542  0.42
H -3.689 -2.960 -1.250  0.31
H -2.909 -3.092 0.322  0.30
H -2.098 -4.532 -2.151  0.31
H -1.288 -4.615 -0.594  0.26
C -2.563 2.106 1.202  -1.04
N -1.236 2.662 1.339  0.18
C -0.649 2.907 2.658  -0.54
C 0.798 3.323 2.330  -0.59
N 0.816 3.246 0.872  0.05
C -0.340 2.811 0.374  0.23
S -0.595 2.561 -1.309  -0.51
H -2.582 1.085 1.585  0.25
H -2.833 2.086 0.150  0.33
H -3.272 2.723 1.755  0.36
H -0.689 1.995 3.254  0.34
H -1.205 3.692 3.170  0.45
H 1.525 2.633 2.760  0.28
H 1.023 4.334 2.666  0.35
H 1.651 3.246 0.305  0.31

Output
spin multiplicity: 2
LUMO energy (spin up / spin down): -0.6 / 0.1 eV
highest occupied orbital energy (spin up / spin down): -9.21 / -9.15 eV
ΔE to the lowest compared entry with this formula, charge and spin: 0.000 eV

***

The following is a quantum chemistry calculation of a molecular structure, C11H14CrN3O7, from the OMol25 dataset.

Last column: Mulliken charge in e.
CARTESIAN COORDINATES (ANGSTROEM)
Cr -0.476 0.932 -0.609  -0.10
O -0.042 2.822 -1.617  -0.40
C 1.362 2.887 -1.927  -0.57
C 2.075 2.343 -0.707  -0.72
N 1.563 1.005 -0.337  0.23
C 1.750 0.800 1.115  -0.41
C 0.684 1.666 1.831  0.65
O 0.910 2.160 2.912  -0.68
O -0.420 1.758 1.148  -0.37
C 2.105 -0.066 -1.199  -0.42
C 1.291 -0.089 -2.518  0.58
O 1.833 -0.340 -3.573  -0.67
O 0.033 0.183 -2.336  -0.42
H -0.554 2.922 -2.427  0.38
H 1.651 3.926 -2.091  0.42
H 1.587 2.307 -2.822  0.39
H 1.871 3.018 0.125  0.41
H 3.154 2.311 -0.872  0.36
H 2.755 1.056 1.453  0.36
H 1.533 -0.240 1.355  0.23
H 1.936 -1.025 -0.706  0.33
H 3.167 0.057 -1.411  0.31
C -1.567 -3.716 2.267  -0.95
N -1.900 -2.612 1.376  0.10
C -3.184 -2.323 1.045  0.22
C -3.524 -1.257 0.286  -1.17
C -2.456 -0.413 -0.133  1.04
O -2.537 0.675 -0.777  -0.60
N -1.182 -0.752 0.166  0.10
C -0.833 -1.830 0.912  0.31
O 0.320 -2.147 1.162  -0.71
H -2.410 -4.401 2.325  0.31
H -1.330 -3.342 3.263  0.31
H -0.694 -4.235 1.883  0.33
H -3.927 -3.013 1.422  0.32
H -4.542 -1.027 0.017  0.48

Output
spin multiplicity: 4
LUMO energy (spin up / spin down): 0.2 / 0.1 eV
highest occupied orbital energy (spin up / spin down): -9.47 / -9.48 eV

***

Calculated calculated total energy (eV), listed in the same order as above: -125600.3258 -58862.5461